C37H37Cl2F4N6O4SV | ωB97M-V/def2-TZVPD

The geometry in XYZ format:
```
92
C37H37Cl2F4N6O4SV ωB97M-V/def2-TZVPD
V -0.126 0.099 0.241
C -2.985 2.261 -1.189
C -2.983 1.401 0.063
N -2.428 0.028 -0.072
C -3.056 -0.706 -1.196
C -2.372 -0.590 -2.548
C -2.798 -0.700 1.174
C -2.264 -0.034 2.439
N -0.895 0.328 2.185
C -0.109 0.866 3.111
C 1.260 1.057 2.787
F 1.670 0.645 1.536
C 2.193 1.587 3.631
F 3.466 1.700 3.211
C 1.857 2.000 4.915
C 0.533 1.828 5.270
F 0.131 2.208 6.504
C -0.413 1.293 4.424
F -1.689 1.180 4.886
H -3.280 3.271 -0.901
H -1.999 2.326 -1.645
H -3.693 1.904 -1.937
H -2.399 1.904 0.831
H -4.020 1.311 0.423
H -3.028 -1.765 -0.938
H -4.116 -0.417 -1.255
H -1.377 -1.021 -2.474
H -2.934 -1.183 -3.273
H -2.311 0.429 -2.922
H -3.895 -0.785 1.220
H -2.376 -1.702 1.093
H -2.901 0.817 2.712
H -2.354 -0.762 3.258
H 2.582 2.424 5.590
Cl 1.756 5.510 -4.472
C 1.215 4.471 -3.180
C 0.646 5.053 -2.031
C 0.215 4.273 -1.001
Cl -0.507 4.987 0.400
C 0.316 2.829 -1.018
O -0.103 2.152 -0.035
C 0.882 2.293 -2.214
C 1.023 0.874 -2.390
O 0.690 -0.024 -1.591
C 1.328 3.117 -3.267
H 0.548 6.129 -1.967
H 1.460 0.589 -3.362
H 1.765 2.660 -4.147
C 2.321 -2.517 -3.077
N 3.319 -1.530 -2.717
C 3.750 -1.297 -1.451
S 4.727 0.026 -1.111
N 3.377 -2.200 -0.531
C 3.693 -2.068 0.880
H 2.203 -2.505 -4.159
H 1.349 -2.324 -2.609
H 2.652 -3.520 -2.798
H 3.534 -0.784 -3.354
H 2.637 -2.840 -0.771
H 3.237 -1.180 1.317
H 4.773 -2.009 1.014
H 3.308 -2.947 1.394
O 1.048 -2.080 2.704
C 0.552 -2.648 1.757
N 0.370 -4.023 1.700
C -0.050 -4.457 0.397
C -0.304 -3.065 -0.253
O -0.803 -2.949 -1.368
N 0.120 -2.085 0.561
C 1.040 -5.143 -0.420
C 2.331 -5.303 0.063
C 3.311 -5.906 -0.718
C 3.003 -6.362 -1.989
C 1.709 -6.213 -2.475
C 0.736 -5.605 -1.701
C -1.292 -5.336 0.489
C -2.573 -4.851 0.260
C -3.678 -5.673 0.434
C -3.517 -6.989 0.837
C -2.239 -7.483 1.063
C -1.138 -6.662 0.884
H 0.771 -4.615 2.405
H 2.588 -4.935 1.048
H 4.316 -6.008 -0.330
H 3.766 -6.826 -2.600
H 1.460 -6.563 -3.469
H -0.267 -5.471 -2.082
H -2.704 -3.832 -0.073
H -4.670 -5.280 0.251
H -4.380 -7.628 0.972
H -2.100 -8.511 1.373
H -0.141 -7.058 1.045
```

For the energy relative to the best compared isomer or geometry (same formula, charge and spin), the calculation gives 0.0 kJ/mol. The HOMO-LUMO gap (spin up / spin down) is 5.9 / 6.5 eV. The calculation puts the electronic energy at -128544.655 eV. Its net charge is -1. Its expectation value of S² is 3.758. As for the HOMO energy (spin up / spin down): -3.7076 / -4.3928 eV. As for the spin multiplicity: 4.